Record 1
This record from the OMol25 dataset describes a structure of composition C37H40OP2Re in a non-equilibrium geometry. The level of theory is wB97M-V/def2-TZVPD.

Last column: Mulliken charge in e.
Positions of all 81 atoms, in Å:
Re 0.04062 0.09991 2.09038  0.54
C -1.21367 0.27738 4.13163  -0.71
C -2.00518 -0.15744 3.03053  0.25
C -3.03264 0.76830 2.41999  -1.14
C -2.47739 1.70271 1.34819  -1.47
C -0.97942 1.73499 1.28233  1.00
C -0.15926 2.17231 2.39185  0.73
C -0.86204 2.75071 3.62234  -1.04
C -1.31855 1.70086 4.63265  -1.21
C 1.76674 -0.50067 1.16477  -2.04
H -0.98746 -0.44691 4.93209  0.68
H -2.27769 -1.21595 3.00325  0.87
H -3.50701 1.37855 3.20245  0.23
H -3.83895 0.17235 1.97340  0.47
H -2.83943 1.38720 0.36360  0.37
H -2.88916 2.70914 1.48745  0.51
H -0.63317 2.00437 0.29366  -0.58
H 0.76709 2.70489 2.13287  0.24
H -1.71289 3.36867 3.28261  0.29
H -0.14756 3.41460 4.12505  0.44
H -0.70234 1.81675 5.53737  0.41
H -2.34182 1.94554 4.95154  0.49
H 2.15966 -1.39627 1.66508  0.67
H 2.46160 0.32243 1.35634  0.48
H 1.75184 -0.69880 0.07523  0.45
P -0.67402 -1.51411 -1.25583  0.69
P 1.02370 0.83698 -1.26989  0.35
C -1.52393 0.01843 -1.66068  -0.49
C -0.71247 1.12738 -1.72173  -0.47
C -0.76967 -2.55146 -2.81680  0.18
C -1.60963 -2.25910 -3.89987  -0.21
C -1.60739 -3.08601 -5.04236  -0.74
C -0.78065 -4.20787 -5.10304  -0.50
C 0.02115 -4.53689 -3.99638  -0.74
C 0.01988 -3.72121 -2.86118  -0.28
C -1.69919 -2.59136 -0.17057  -0.03
C -1.27917 -2.59375 1.15905  0.55
C -1.79716 -3.51272 2.06093  -0.37
C -2.65932 -4.52593 1.60343  -0.83
C -3.14431 -4.48884 0.29721  -0.65
C -2.71456 -3.48718 -0.57622  -0.62
C 1.90248 0.99285 -2.90035  0.90
C 1.84673 -0.08210 -3.80914  -0.10
C 2.45431 0.02439 -5.06209  -0.84
C 3.11284 1.20404 -5.43217  -0.51
C 3.15804 2.27985 -4.54320  -0.86
C 2.55472 2.16965 -3.28687  -0.56
C 1.69772 2.36301 -0.50872  0.37
C 2.97122 2.27194 0.08492  -0.48
C 3.47448 3.32627 0.83888  -0.96
C 2.76491 4.53264 0.88604  -0.57
C 1.56885 4.67908 0.17983  -0.85
C 1.03907 3.60038 -0.53550  0.27
H -2.58973 0.00529 -1.91000  0.74
H -1.02947 2.13049 -2.01140  0.67
H -2.27729 -1.40516 -3.85441  0.40
H -2.26883 -2.85116 -5.87537  0.44
H -0.76056 -4.83080 -5.99971  0.43
H 0.62846 -5.43595 -4.02261  0.43
H 0.62347 -3.99642 -1.99593  0.39
H -0.45990 -1.86228 1.47015  -0.06
H -1.54006 -3.43750 3.11834  0.45
H -2.93115 -5.34713 2.27526  0.42
H -3.87239 -5.23743 -0.03551  0.43
H -3.10497 -3.44365 -1.59094  0.53
H 1.30137 -0.98991 -3.53400  0.26
H 2.41175 -0.81687 -5.75869  0.45
H 3.57874 1.28823 -6.41626  0.40
H 3.65445 3.20871 -4.81960  0.44
H 2.58244 3.03526 -2.62135  0.26
H 3.55732 1.35565 -0.01502  0.74
H 4.40807 3.20443 1.39277  0.45
H 3.16280 5.36781 1.46489  0.43
H 1.03886 5.63125 0.18466  0.46
H 0.11585 3.72659 -1.10924  0.34
C 1.65408 -1.04561 4.52125  -1.50
C 1.33522 0.22974 3.76565  0.80
O 1.90032 1.28098 4.05203  -0.43
H 2.71629 -1.29176 4.34396  0.36
H 1.01310 -1.89124 4.22422  0.30
H 1.49125 -0.86552 5.60244  0.41

Forces on atoms 1 to 3 (eV/Å):
0.341 -0.558 0.910
-2.115 -0.117 -0.135
0.070 0.029 1.819

⟨S²⟩: 3.777
HOMO-LUMO gap (alpha / beta), eV: 6.78 / 5.47
2S+1: 4
HOMO level (alpha / beta), eV: -13.7 / -13.9
Charge: +2



Record 2
This record from the OMol25 dataset describes a structure of composition C37H41Br2ClF4N6O2Tl. The level of theory is wB97M-V/def2-TZVPD.

Last column: Mulliken charge in e.
Positions of all 94 atoms, in Å:
Tl 1.63581 1.44438 0.34734  0.86
C 3.53436 5.03853 0.89613  -1.06
C 4.30485 4.00323 1.70748  -0.84
N 3.43901 3.05409 2.39789  0.78
C 4.22399 1.93474 2.91547  -0.82
C 3.37596 0.80717 3.50570  -0.83
C 2.60340 3.70680 3.40724  -1.51
C 1.09551 3.79124 3.08128  -0.64
N 0.54343 2.52721 2.63354  -0.08
C -0.72294 2.22276 2.84032  0.01
C -1.17431 0.89588 2.52688  0.29
F -0.23821 -0.01937 2.14411  -0.42
C -2.47381 0.47946 2.58440  0.36
F -2.76303 -0.79552 2.21778  -0.03
C -3.49599 1.30683 3.01697  -0.88
C -3.10074 2.57480 3.41077  0.22
F -4.04546 3.42099 3.87352  -0.35
C -1.80140 3.01909 3.35157  0.27
F -1.57180 4.29473 3.76319  -0.36
H 4.22677 5.62062 0.28591  0.45
H 2.98212 5.72234 1.54228  0.36
H 2.81914 4.54748 0.23721  0.12
H 4.96190 4.52548 2.42833  0.33
H 4.94871 3.43172 1.03281  0.45
H 4.95918 2.28644 3.66240  0.31
H 4.79710 1.53858 2.07228  0.43
H 3.17076 0.96011 4.56556  0.33
H 3.89310 -0.14840 3.39911  0.35
H 2.42324 0.75986 2.98122  0.03
H 2.96648 4.73204 3.55811  0.39
H 2.70932 3.18997 4.36408  0.52
H 0.93609 4.57313 2.32507  0.24
H 0.61739 4.13482 4.00303  0.42
H -4.52781 0.99287 3.03497  0.40
Br -0.17120 5.55536 -2.98479  -0.21
C 1.47838 4.67059 -3.30387  -0.17
C 2.22922 5.03548 -4.41055  -0.38
C 3.42386 4.40939 -4.66850  0.09
Br 4.42328 4.95756 -6.20925  -0.30
C 3.91185 3.39716 -3.82472  0.82
C 5.12593 2.70263 -4.02318  -0.79
C 5.51666 1.73567 -3.13900  -0.80
C 4.69294 1.46007 -2.03708  -0.58
N 3.56368 2.08744 -1.82264  0.15
C 3.13959 3.03481 -2.67866  -0.03
C 1.85903 3.67807 -2.36669  0.43
O 1.16011 3.38946 -1.35729  -0.69
H 1.87230 5.81681 -5.06685  0.41
H 5.73988 2.95581 -4.87690  0.29
H 6.44073 1.19085 -3.28254  0.39
H 4.97177 0.70390 -1.30736  0.43
C 0.44627 -3.65494 -1.81470  -1.69
C -0.76479 -4.39552 -1.20970  2.04
C -0.52219 -5.90565 -1.36634  -1.97
C -0.79023 -4.07512 0.29009  -1.68
C -2.09492 -3.99033 -1.94218  1.79
O -1.89359 -3.95111 -3.35414  -0.66
C -3.27377 -4.98739 -1.74985  -1.79
C -3.87874 -5.29629 -0.36784  -1.34
C -4.57817 -4.15519 0.33219  0.11
C -4.22725 -3.77293 1.62190  0.16
C -4.86819 -2.72250 2.26306  -0.83
C -5.88289 -2.04734 1.60904  0.44
Cl -6.68886 -0.73244 2.39366  -0.22
C -6.26616 -2.41989 0.32918  -0.99
C -5.61775 -3.47178 -0.29431  0.09
C -2.59557 -2.58008 -1.57795  -2.31
N -1.66213 -1.49442 -1.75838  1.27
C -1.13750 -0.72360 -0.78965  0.03
N -0.35548 0.18688 -1.31730  -0.14
C -0.44601 -0.05830 -2.64934  -0.54
N -1.22886 -1.06903 -2.96075  -1.04
H 1.36480 -4.17786 -1.53947  0.49
H 0.52475 -2.63728 -1.43334  0.22
H 0.39066 -3.59756 -2.89885  0.36
H 0.44395 -6.16048 -0.92900  0.54
H -0.49496 -6.21412 -2.41551  0.38
H -1.28269 -6.49523 -0.85206  0.32
H 0.15547 -4.39632 0.73138  0.58
H -1.59293 -4.59236 0.81275  0.12
H -0.89005 -3.00688 0.47749  0.25
H -1.52921 -4.79606 -3.63664  0.58
H -2.95063 -5.93862 -2.17821  0.44
H -4.06495 -4.62195 -2.40843  0.61
H -3.12063 -5.71845 0.29128  0.44
H -4.61982 -6.08600 -0.52774  0.51
H -3.42727 -4.28856 2.14023  0.34
H -4.57180 -2.41915 3.25743  0.35
H -7.06152 -1.88640 -0.17337  0.43
H -5.92115 -3.75899 -1.29455  0.41
H -2.89537 -2.55563 -0.53560  0.61
H -3.47108 -2.38652 -2.19952  0.54
H -1.35987 -0.83280 0.26186  0.08
H 0.07093 0.52899 -3.39091  0.55

Forces on atoms 1 to 3 (eV/Å):
0.210 0.312 0.014
0.022 -0.181 0.089
-0.104 0.059 -0.124

HOMO-LUMO gap, eV: 5.92
HOMO level, eV: -4.0
Charge: -1



Record 3
This record from the OMol25 dataset describes a structure of composition C37H41InN7OP2. The level of theory is wB97M-V/def2-TZVPD.

Last column: Mulliken charge in e.
Positions of all 89 atoms, in Å:
In -0.98817 0.09195 -1.01690  1.10
C 2.03877 -2.66955 1.65924  -1.08
N 1.46550 -1.54996 0.87006  0.92
P 2.45022 -0.55430 -0.06923  -0.09
C 4.10434 -0.40910 0.51505  0.80
C 4.39318 0.60272 1.44059  -0.42
C 5.66653 0.69110 1.97284  -0.79
C 6.64245 -0.21810 1.58296  -0.55
C 6.36170 -1.21861 0.65714  -0.74
C 5.09586 -1.31491 0.11145  -0.37
C 2.38845 -1.11072 -1.72723  0.85
C 3.22491 -0.45609 -2.65736  -0.68
C 3.24079 -0.87854 -3.96927  -0.77
C 2.41171 -1.92636 -4.37404  -0.59
C 1.56027 -2.55657 -3.47275  -0.76
C 1.53276 -2.14852 -2.15161  -0.26
P 0.23080 -0.52849 1.43139  0.75
C 0.78710 0.45197 2.80284  0.74
C 0.89285 1.83724 2.67803  -0.43
C 1.38490 2.58888 3.73354  -0.52
C 1.77553 1.95615 4.90561  -0.64
C 1.66763 0.57471 5.03669  -0.83
C 1.16429 -0.18158 3.99394  -0.62
C -1.12828 -1.57908 1.94930  0.84
C -1.38283 -2.76591 1.25374  -0.56
C -2.45910 -3.56088 1.61152  -0.30
C -3.30355 -3.16040 2.64392  -0.75
C -3.06422 -1.97517 3.32389  -0.63
C -1.97386 -1.18334 2.98458  -1.34
H 2.81391 -2.31003 2.33578  0.39
H 2.46044 -3.40483 0.97576  0.30
H 1.23963 -3.13808 2.23116  0.43
H 3.63132 1.32039 1.72017  0.38
H 5.90633 1.47080 2.68215  0.47
H 7.63867 -0.14306 1.99847  0.44
H 7.13539 -1.91456 0.36404  0.46
H 4.88037 -2.08970 -0.61401  0.47
H 3.86371 0.35745 -2.33087  0.53
H 3.90115 -0.40478 -4.68208  0.49
H 2.44026 -2.25682 -5.40401  0.45
H 0.94372 -3.38267 -3.79952  0.54
H 0.92292 -2.66924 -1.42430  0.34
H 0.59800 2.32963 1.75765  0.34
H 1.46124 3.66385 3.64740  0.48
H 2.15887 2.54128 5.73073  0.46
H 1.96789 0.09373 5.95741  0.47
H 1.05573 -1.25303 4.11447  0.49
H -0.71264 -3.09591 0.46545  0.22
H -2.63091 -4.50032 1.10191  0.49
H -4.14165 -3.78349 2.92729  0.50
H -3.71266 -1.67263 4.13462  0.49
H -1.78111 -0.27360 3.53982  0.55
N 3.37929 4.75412 -2.27646  -0.37
C 2.77241 3.68415 -1.75866  0.37
O 3.35172 2.69265 -1.34151  -0.51
C 1.25426 3.70073 -1.68801  0.14
C 0.38955 4.77954 -1.78306  -0.40
C -0.97956 4.56861 -1.63076  -1.20
C -1.44548 3.29601 -1.38247  -0.16
N -0.60377 2.24582 -1.27884  -0.11
C 0.70470 2.45620 -1.43657  0.14
H 4.38718 4.75799 -2.32443  0.28
H 2.88172 5.52375 -2.68881  0.15
H 0.75309 5.78466 -1.95773  0.45
H -1.68222 5.38694 -1.69533  0.48
H -2.49979 3.10864 -1.23722  0.54
H 1.37896 1.61421 -1.34294  0.21
C -3.83440 0.14554 0.01806  -0.03
N -5.24707 -0.10595 -0.02482  0.12
C -5.83520 0.68189 -1.11683  -0.77
N -5.24991 0.31997 -2.41227  0.08
C -3.83535 0.57484 -2.39028  -0.46
N -3.18180 -0.22340 -1.29450  0.20
C -3.46101 -1.68224 -1.55677  -0.35
N -4.87867 -1.92621 -1.58552  0.14
C -5.46481 -1.53260 -0.29981  -0.66
C -5.47810 -1.11070 -2.64912  -0.77
H -3.36480 -0.45534 0.80506  -0.36
H -3.65353 1.21204 0.19641  0.47
H -5.67765 1.74537 -0.92562  0.35
H -6.90694 0.49378 -1.15167  0.36
H -3.64869 1.63359 -2.20198  0.28
H -3.38444 0.28077 -3.34088  0.33
H -2.98942 -2.25633 -0.75956  -0.09
H -3.01716 -1.93821 -2.52225  0.42
H -5.01876 -2.12403 0.50085  0.16
H -6.53547 -1.72893 -0.32565  0.37
H -6.55034 -1.29675 -2.67796  0.36
H -5.04956 -1.39404 -3.61157  0.36

Forces on atoms 1 to 3 (eV/Å):
0.359 -0.506 0.097
-0.048 0.084 0.009
0.049 0.134 0.240

HOMO-LUMO gap (alpha / beta), eV: 6.13 / 5.11
HOMO level (alpha / beta), eV: -16.2 / -15.7
Charge: +3



Taking the records one at a time from the top gives energy above the lowest of the compared OMol25 structures with the same formula, charge and spin values of 43.1; 28.2; 0.0 kJ/mol.